[1]
{
  "formula": "C13H26Cl2N3OS",
  "method": "ωB97M-V with the def2-TZVPD basis set",
  "homo_ev": -12.38,
  "e_tot_ha": -2068.731990,
  "homo_lumo_gap_ev": 9.00,
  "molar_mass_g_mol": 343.344,
  "charge": 1,
  "species": ["C", "C", "Cl", "C", "Cl", "C", "C", "C", "N", "C", "C", "N", "C", "N", "C", "S", "H", "H", "H", "H", "H", "H", "H", "H", "H", "H", "H", "H", "H", "H", "H", "H", "H", "H", "C", "C", "C", "O", "H", "H", "H", "H", "H", "H", "H", "H"],
  "xyz": [[-3.034, 1.724, -0.892], [-2.068, 0.784, -1.631], [-1.802, 1.522, -3.260], [-0.671, 0.626, -0.951], [-0.173, 2.226, -0.320], [-0.712, -0.500, 0.107], [-2.049, -0.916, 0.781], [-1.536, -2.154, 1.566], [-0.230, -1.640, 2.143], [-0.146, -1.549, 3.638], [-1.321, -0.810, 4.313], [-0.853, 0.346, 5.106], [0.314, -0.496, 1.275], [0.408, 0.680, 2.133], [1.581, 0.992, 2.340], [3.088, 1.183, 2.743], [-3.135, 1.475, 0.167], [-2.785, 2.772, -1.028], [-4.029, 1.573, -1.325], [-2.556, -0.177, -1.782], [0.020, 0.347, -1.745], [-0.450, -1.397, -0.473], [-2.752, -1.356, 0.073], [-2.502, -0.180, 1.438], [-2.212, -2.605, 2.292], [-1.217, -2.975, 0.920], [0.420, -2.398, 1.940], [-0.194, -2.584, 3.993], [0.824, -1.181, 3.978], [-1.806, -1.498, 5.008], [-2.067, -0.460, 3.592], [-0.129, 0.848, 4.604], [-1.631, 0.997, 5.135], [1.285, -0.843, 0.908], [3.292, 0.083, -2.797], [2.763, 0.182, -4.221], [3.029, 1.556, -4.814], [1.361, -0.090, -4.235], [2.795, 0.816, -2.152], [3.089, -0.907, -2.383], [4.367, 0.262, -2.758], [3.234, -0.582, -4.840], [2.525, 2.332, -4.230], [2.640, 1.615, -5.830], [4.097, 1.779, -4.837], [0.928, 0.577, -3.694]],
  "forces_ev_per_angstrom": [[-0.6384, -0.6499, -0.2572], [0.2201, 1.1362, 0.2442], [0.0216, -0.4105, 0.1595], [-1.0498, 0.0728, -0.0424], [0.2303, -0.2086, -0.2321], [-0.2841, 0.0770, 0.1562], [0.7376, -1.6131, -0.0897], [-0.0762, 0.8835, -0.2490], [1.0415, -1.4250, 0.3723], [-0.9636, -0.2410, 1.0192], [0.4803, 0.8012, 0.1797], [-0.1476, -0.2064, -0.3638], [-0.9685, 0.1253, -0.2357], [0.8507, -0.3441, -0.7855], [0.9131, -0.1815, 0.9596], [-1.3675, 0.2239, -0.4954], [0.2298, 0.1526, -0.0459], [0.2041, -0.0940, 0.1516], [0.1424, 0.0825, -0.0069], [0.3147, -0.0862, -0.1710], [0.1982, 0.0682, 0.3210], [0.1046, 0.1490, 0.0169], [-0.2084, 0.6691, -0.0875], [-0.0136, 0.0306, -0.0981], [0.2235, 0.4708, 0.3683], [-0.3811, 0.2529, -0.3096], [0.1078, 0.0417, 0.0897], [0.1204, 0.0139, -0.3369], [-0.0736, 0.2476, -0.3990], [-0.0649, 0.0203, -0.1756], [0.0878, -0.4410, -0.1971], [-0.0129, -0.0599, -0.0605], [0.0781, 0.1015, 0.4216], [0.0224, 0.2760, 0.1625], [-0.0091, -0.2010, 0.0783], [-0.0611, 0.4854, 0.3042], [-0.0090, -0.0090, -0.1674], [0.0360, -0.3952, 0.0055], [0.0532, 0.1137, -0.0785], [0.0540, -0.0344, -0.0635], [-0.0138, 0.0191, 0.0357], [-0.1439, -0.0728, -0.0160], [0.0577, -0.0257, 0.0835], [0.0387, -0.0439, -0.0049], [-0.0133, 0.0185, 0.0101], [-0.0679, 0.2098, -0.1706]]
}

[2]
{
  "formula": "C31H63BrF2N3OPSi",
  "method": "ωB97M-V with the def2-TZVPD basis set",
  "homo_ev": -7.98,
  "e_tot_ha": -4863.060084,
  "homo_lumo_gap_ev": 8.47,
  "molar_mass_g_mol": 670.825,
  "smiles": "C[Si](C)(CCC(F)(F)PCC(=O)Br)c1ccccc1.CCN(CC)CC.CCN(CC)CC.CCN(CC)CC",
  "relative_energy_ev": 0.000,
  "species": ["C", "Si", "C", "C", "C", "C", "F", "F", "P", "C", "C", "O", "Br", "C", "C", "C", "C", "C", "C", "H", "H", "H", "H", "H", "H", "H", "H", "H", "H", "H", "H", "H", "H", "H", "H", "H", "H", "C", "C", "N", "C", "C", "C", "C", "H", "H", "H", "H", "H", "H", "H", "H", "H", "H", "H", "H", "H", "H", "H", "C", "C", "N", "C", "C", "C", "C", "H", "H", "H", "H", "H", "H", "H", "H", "H", "H", "H", "H", "H", "H", "H", "C", "C", "N", "C", "C", "C", "C", "H", "H", "H", "H", "H", "H", "H", "H", "H", "H", "H", "H", "H", "H", "H"],
  "xyz": [[-0.754, -0.946, 1.404], [-0.471, 0.623, 0.380], [1.270, 1.229, 0.802], [-1.765, 1.854, 1.010], [-1.664, 3.268, 0.409], [-2.790, 3.677, -0.497], [-2.767, 2.925, -1.632], [-2.542, 4.969, -0.904], [-4.466, 3.805, 0.320], [-5.284, 2.153, 0.325], [-5.107, 1.286, -0.893], [-5.319, 1.593, -1.996], [-4.521, -0.561, -0.520], [-0.625, 0.245, -1.449], [-0.278, 1.176, -2.440], [-0.389, 0.861, -3.789], [-0.832, -0.398, -4.180], [-1.186, -1.340, -3.219], [-1.085, -1.012, -1.869], [-0.302, -0.840, 2.386], [-0.395, -1.845, 0.913], [-1.827, -1.046, 1.574], [1.558, 0.883, 1.790], [1.956, 0.751, 0.104], [1.391, 2.306, 0.724], [-1.606, 1.909, 2.086], [-2.737, 1.387, 0.871], [-1.525, 4.025, 1.172], [-0.772, 3.321, -0.217], [-5.191, 4.469, -0.685], [-6.352, 2.366, 0.370], [-5.047, 1.591, 1.219], [0.068, 2.150, -2.124], [-0.129, 1.603, -4.528], [-0.907, -0.668, -5.221], [-1.549, -2.316, -3.498], [-1.366, -1.728, -1.111], [3.209, -2.409, 2.115], [2.916, -1.963, 3.540], [2.159, -2.932, 4.307], [1.651, -2.404, 5.561], [2.663, -1.985, 6.636], [2.728, -4.266, 4.362], [4.144, -4.432, 4.931], [2.289, -2.659, 1.583], [3.701, -1.601, 1.571], [3.879, -3.270, 2.086], [2.328, -1.042, 3.486], [3.868, -1.694, 4.024], [0.964, -3.139, 5.988], [1.031, -1.535, 5.318], [3.107, -2.844, 7.136], [2.157, -1.395, 7.403], [3.464, -1.368, 6.228], [2.722, -4.674, 3.346], [2.040, -4.908, 4.918], [4.832, -3.670, 4.562], [4.540, -5.403, 4.628], [4.158, -4.408, 6.020], [-3.167, 6.224, -4.102], [-3.021, 7.521, -3.322], [-2.572, 8.640, -4.129], [-2.177, 9.794, -3.342], [-3.250, 10.511, -2.512], [-3.370, 8.920, -5.310], [-4.862, 9.229, -5.119], [-2.234, 5.963, -4.604], [-3.421, 5.415, -3.418], [-3.959, 6.278, -4.850], [-2.279, 7.357, -2.536], [-3.974, 7.730, -2.809], [-1.703, 10.519, -4.010], [-1.384, 9.465, -2.662], [-3.911, 11.115, -3.132], [-2.771, 11.187, -1.801], [-3.859, 9.813, -1.936], [-3.284, 8.065, -5.984], [-2.898, 9.745, -5.850], [-5.334, 8.549, -4.409], [-5.383, 9.119, -6.072], [-5.031, 10.250, -4.779], [3.276, -8.859, -1.792], [4.060, -8.446, -0.555], [3.643, -7.167, -0.012], [4.553, -6.643, 0.990], [4.715, -7.419, 2.303], [2.229, -7.042, 0.293], [1.614, -8.033, 1.292], [3.330, -8.089, -2.562], [3.696, -9.779, -2.201], [2.227, -9.053, -1.568], [5.114, -8.358, -0.834], [4.003, -9.259, 0.186], [4.252, -5.616, 1.220], [5.539, -6.556, 0.522], [3.854, -7.289, 2.958], [5.587, -7.042, 2.842], [4.872, -8.486, 2.141], [1.674, -7.117, -0.645], [2.046, -6.022, 0.641], [1.945, -9.057, 1.112], [0.526, -8.021, 1.196], [1.846, -7.775, 2.324]],
  "forces_ev_per_angstrom": [[-0.3669, 0.5546, -0.3724], [0.1836, -0.4786, 0.6401], [-0.3455, -0.1913, -0.4758], [0.3251, 0.0896, -0.1138], [0.4184, -0.5307, -0.1511], [-0.1005, 0.0539, -0.0994], [-0.0667, -0.2120, -0.0743], [-0.0329, 0.2305, -0.0819], [-0.1561, 0.5177, 1.0742], [0.1154, -0.4544, -0.2808], [0.0825, -0.1644, 0.6566], [-0.2649, 0.3261, -1.1509], [0.0324, 0.0006, 0.1783], [-0.0763, -0.0773, -0.3106], [-0.1837, -0.4318, 0.2396], [0.0324, 0.0028, 0.1933], [-0.0701, -0.1928, 0.2931], [0.1038, 0.4258, 0.3944], [0.1304, 0.3421, -0.0412], [0.2242, -0.0749, 0.0991], [0.1386, -0.1525, 0.0931], [-0.1254, -0.2024, -0.0555], [-0.0608, 0.1500, 0.2604], [0.1471, 0.0658, -0.1277], [0.1136, 0.1165, 0.0513], [-0.0712, -0.0258, 0.1719], [-0.1987, 0.0276, -0.0662], [-0.2326, 0.1543, 0.1658], [0.0690, 0.2229, -0.1460], [0.1862, -0.3068, -0.3790], [-0.1512, 0.1263, 0.0009], [0.1940, 0.0690, 0.1744], [0.0922, 0.1657, -0.2076], [0.0383, 0.0457, -0.1359], [0.0079, 0.1219, -0.1703], [-0.0159, -0.1262, -0.1481], [-0.0717, -0.1956, -0.0722], [0.0298, 0.0106, -0.0092], [0.1473, 0.0561, -0.1255], [-0.1116, 0.0178, 0.0410], [-0.1327, 0.1088, 0.0709], [-0.0562, -0.0274, 0.0756], [0.0692, -0.2347, -0.1550], [-0.0265, -0.1229, 0.0384], [-0.0119, -0.0655, 0.0419], [0.0032, 0.0140, 0.0136], [-0.0234, -0.0092, -0.0299], [-0.0512, -0.0146, 0.1366], [0.0045, 0.0375, -0.0227], [0.0422, -0.0650, -0.0330], [0.0497, 0.0143, -0.0675], [0.0604, -0.0058, -0.0438], [-0.0102, 0.0002, -0.0122], [0.0043, -0.0059, -0.0245], [0.0145, 0.0680, -0.0191], [-0.0381, 0.0954, 0.0752], [-0.0245, 0.0192, -0.0236], [0.0115, 0.0094, 0.0014], [0.0186, 0.0972, 0.0061], [-0.0500, -0.0282, -0.0205], [-0.1042, -0.1144, 0.0241], [0.0758, 0.0744, 0.0045], [0.1420, 0.0595, 0.1006], [0.0376, 0.0954, -0.0091], [-0.0775, -0.0801, -0.2164], [0.0017, 0.0678, -0.0826], [0.0009, 0.0416, -0.0269], [0.0161, -0.0096, 0.0017], [0.0104, 0.0044, -0.0050], [0.0090, 0.1177, 0.0267], [0.0058, -0.0394, 0.0319], [-0.0494, -0.0206, -0.0648], [-0.0375, -0.0767, 0.0029], [-0.0513, -0.0500, -0.0066], [0.0124, -0.0106, -0.0040], [-0.0014, -0.0237, -0.0129], [0.0024, -0.0449, 0.0706], [0.0369, 0.0522, 0.1004], [0.0187, -0.0170, 0.0067], [0.0112, -0.0081, -0.0007], [-0.0119, -0.0239, 0.0860], [-0.0003, -0.0237, -0.0119], [-0.0693, -0.1219, -0.0352], [0.0291, 0.0971, 0.0557], [0.1895, 0.0929, 0.0198], [0.0086, 0.1220, 0.0804], [-0.2267, 0.0029, -0.0868], [-0.0622, 0.0756, 0.0354], [-0.0246, 0.0316, 0.0257], [0.0064, -0.0006, 0.0026], [0.0006, 0.0001, -0.0032], [0.0270, 0.0525, 0.0853], [0.0161, -0.0197, -0.0182], [-0.0800, -0.0201, -0.0073], [-0.0221, -0.0684, -0.0556], [-0.0270, -0.0814, -0.0101], [0.0036, 0.0034, -0.0121], [-0.0284, -0.0060, -0.0386], [0.0570, -0.0498, -0.0210], [0.1085, 0.0107, 0.0519], [0.0168, 0.0008, -0.0195], [0.0044, 0.0057, -0.0109], [0.0621, -0.0588, 0.0068]]
}